C4H12N2O2 as an isolated structure at a distorted geometry. Source: the OMol25 dataset; level of theory: ωB97M-V with the def2-TZVPD basis set.

Geometry as XYZ:
```
20
Properties=species:S:1:pos:R:3:forces:R:3
H 1.35908 -1.66041 -1.28727 -0.678 -0.018 -0.387
C 0.42855 -0.47424 0.10911 -2.861 -0.643 1.497
H -1.34249 1.62309 -1.17305 -0.250 -0.508 0.117
H 0.37660 3.07802 -0.63063 -0.086 -0.079 0.038
H 1.15449 1.81522 -1.64043 -0.181 -0.167 0.117
O -1.66921 -2.24961 0.27221 -0.326 -0.167 -0.401
H -0.45355 1.21682 1.13147 -0.383 -0.435 0.195
H 2.14234 -1.34965 0.79101 0.002 0.427 0.726
H -0.31747 -1.06774 -1.66110 0.751 -0.434 -0.273
H 1.63759 0.17294 1.62499 0.482 -0.624 -0.086
H -2.04121 -1.87062 -0.53762 -0.065 -0.255 0.258
C -0.36353 0.73843 0.16102 3.839 4.283 -2.646
O -1.46299 0.78237 -0.70239 -0.127 0.012 0.085
N 0.51956 -1.13436 -1.09822 0.021 0.600 0.398
H 1.71214 2.10365 0.02679 -0.052 0.064 -0.106
C 0.84025 2.08786 -0.63091 -1.296 -1.368 1.219
H -0.74453 -1.53500 1.93358 0.042 -0.232 0.050
C -1.23082 -1.16181 1.03341 1.372 -1.228 0.142
N 1.54826 -0.54403 0.92033 -0.502 0.150 -0.581
H -2.09309 -0.57094 1.35772 0.298 0.622 -0.364
```
Positions in Å, forces in eV/Å.

Computed properties:
E_tot ... -11413.78433 eV
Charge ... 0
ΔE to the lowest compared entry with this formula, charge and spin ... 125.3 kcal per mole
HOMO ... -6.790 eV
Gap between HOMO and LUMO ... 7.589 eV

---

A 3-piece molecular cluster, C4H12N2O2 overall at a distorted geometry. Source: the OMol25 dataset; level of theory: ωB97M-V with the def2-TZVPD basis set.

Geometry as XYZ:
```
20
Properties=species:S:1:pos:R:3:forces:R:3
H -0.66311 0.95709 -2.04896 -0.311 0.024 -0.247
N 1.46807 -1.37004 0.52791 0.148 0.116 1.435
O 0.90548 2.12357 0.36890 -0.516 0.126 1.771
C -1.24757 0.27553 -1.43024 -0.293 0.038 0.174
H -0.52235 -0.40668 -0.99833 -0.081 -0.178 0.086
C 1.45435 -0.11235 1.03032 1.560 -3.232 2.356
H 2.13956 -1.97914 1.02246 0.454 0.467 -1.113
C 1.40327 1.15998 -0.10854 -0.149 3.324 -3.594
O -0.87207 -1.66965 1.23889 0.937 -0.513 0.020
H -2.28190 0.28380 0.45037 -0.179 0.084 -0.001
H 0.47338 -1.76347 0.62588 -1.935 -0.281 -0.087
H -1.13682 -2.51717 1.63324 0.005 0.354 -0.155
C -2.03588 0.99968 -0.33479 0.402 -0.040 -0.013
H 0.59893 0.01331 1.69387 -0.867 0.844 -1.016
H 2.38107 0.06393 -1.32822 -0.120 -0.120 -0.486
H -1.93746 -0.33266 -2.02361 0.252 0.130 -0.160
H 2.37742 0.07805 1.57613 0.069 0.523 -0.109
H -1.44056 1.79893 0.10815 -0.081 -0.073 0.055
H -2.93881 1.45968 -0.72702 -0.159 -0.045 -0.031
N 1.87504 0.93761 -1.27640 0.863 -1.546 1.114
```
Positions in Å, forces in eV/Å.

Computed properties:
E_tot ... -11411.30856 eV
Charge ... 0
ΔE to the lowest compared entry with this formula, charge and spin ... 182.4 kcal per mole
HOMO ... -9.378 eV
Gap between HOMO and LUMO ... 5.011 eV

---

A 2-piece molecular cluster, C4H12N2O2 overall at a distorted geometry. Source: the OMol25 dataset; level of theory: ωB97M-V with the def2-TZVPD basis set.

Geometry as XYZ:
```
20
Properties=species:S:1:pos:R:3:forces:R:3
H 1.44466 -1.05343 1.41712 -0.341 -0.326 -0.735
C -2.76328 -0.14759 0.56396 -1.126 -0.326 1.071
H 0.66714 -2.00517 0.18675 -0.348 0.099 0.591
N 0.67314 -1.14577 0.73268 0.389 -0.222 0.286
H 0.20048 -0.04575 -2.82503 0.333 0.034 -0.009
H -0.61381 1.35186 -2.40278 0.338 -0.360 0.156
H 3.01391 0.15444 1.09378 -0.192 0.167 0.155
O 1.27285 0.90744 -0.06156 -0.300 0.408 0.111
H -2.27378 -0.98431 1.07216 0.198 0.499 0.491
H -1.30989 1.48251 0.36585 -0.025 -0.191 0.100
H 2.83886 0.21368 2.61301 -0.104 0.780 0.696
H -3.30694 0.51272 1.25281 0.269 -0.419 0.343
H -2.30347 1.16133 -1.07248 -0.198 0.272 0.576
C -1.79433 0.69640 -0.21242 -0.435 -0.942 -2.232
N -0.57915 0.33842 -2.32464 -0.693 0.447 0.163
C -0.75021 -0.17141 -0.96622 1.585 1.435 -0.343
O 3.02090 -0.37976 1.90247 0.655 -0.687 -0.563
H -1.01028 -1.21516 -1.12865 -0.326 -0.134 0.734
C 0.51959 -0.04648 -0.07380 -0.198 -1.085 -0.805
H -3.58726 -0.68256 0.06139 0.519 0.549 -0.786
```
Positions in Å, forces in eV/Å.

Computed properties:
E_tot ... -11418.00954 eV
Charge ... 0
ΔE to the lowest compared entry with this formula, charge and spin ... 27.8 kcal per mole
HOMO ... -9.047 eV
Gap between HOMO and LUMO ... 9.871 eV
SMILES ... CC[C@@H](N)C(N)=O.O

---

A 2-piece molecular cluster, C4H12N2O2 overall at a distorted geometry. Source: the OMol25 dataset; level of theory: ωB97M-V with the def2-TZVPD basis set.

Geometry as XYZ:
```
20
Properties=species:S:1:pos:R:3:forces:R:3
H -3.65439 0.04648 0.04330 0.045 -0.017 -0.128
H -2.17075 1.68870 0.38427 0.246 0.091 -0.227
H -2.24770 -0.99446 -0.41960 -0.298 -0.216 -0.050
H -0.28800 -1.05617 1.55841 -0.279 0.621 0.165
C 1.71792 -0.40405 1.07840 -1.164 1.343 1.858
O 0.22700 1.59346 -0.26937 -0.135 0.210 -0.172
C 0.22332 -0.58528 0.71999 1.303 -1.415 -1.809
C -2.68322 -0.34472 0.33010 0.831 0.376 1.091
H -2.77839 -0.86832 1.28403 -0.254 -0.331 -0.264
H 1.86294 0.57448 1.56163 -0.001 0.075 -0.376
H 2.90507 0.30120 -2.13095 0.065 -0.175 -0.300
H 1.89955 -1.04744 1.93791 0.527 -0.651 -0.479
C -0.43074 0.69272 0.21288 -0.194 -0.196 1.623
H 0.28307 -1.24899 -1.28548 0.382 0.255 0.013
H 1.84339 0.74460 -1.16615 -0.522 -0.057 -0.246
H 2.37752 -0.46887 0.23220 0.171 -0.517 0.087
N 0.12489 -1.61715 -0.36068 -0.715 -0.216 0.578
N -1.75178 0.79001 0.57651 -0.464 0.350 -1.003
H 0.84615 -2.30204 -0.17358 -0.055 -0.085 -0.236
O 2.03673 0.04007 -1.81028 0.508 0.555 -0.124
```
Positions in Å, forces in eV/Å.

Computed properties:
E_tot ... -11417.65735 eV
Charge ... 0
ΔE to the lowest compared entry with this formula, charge and spin ... 36.0 kcal per mole
HOMO ... -9.119 eV
Gap between HOMO and LUMO ... 10.036 eV
SMILES ... CNC(=O)[C@H](C)N.O

---

C4H12N2O2 as an isolated structure at a distorted geometry. Source: the OMol25 dataset; level of theory: ωB97M-V with the def2-TZVPD basis set.

Geometry as XYZ:
```
20
Properties=species:S:1:pos:R:3:forces:R:3
H 0.76487 2.05922 -0.09543 0.021 -0.086 -0.065
C 0.84474 -0.06014 0.13255 -0.817 -0.041 0.325
H 2.26105 1.29921 -0.70192 -0.114 0.032 0.037
O -2.16179 1.78202 1.87158 -0.069 -0.596 -0.279
H -2.67863 1.26957 2.51147 0.086 0.170 -0.188
H 1.80620 -0.58271 1.84189 -0.005 -0.026 -0.165
H -1.18625 0.22193 0.18883 0.006 0.739 0.969
C 1.50420 1.28338 0.09080 0.048 -0.127 0.038
C -0.67020 -1.82540 -0.83550 -0.165 0.186 0.187
H 0.11777 -2.40955 -1.32230 0.031 0.017 0.030
H -1.56291 -1.89973 -1.45624 0.036 0.052 0.084
H -0.58819 1.36219 -1.80605 -0.064 -0.109 0.056
H 0.80606 -1.79477 1.19129 0.054 0.072 -0.104
H 1.99152 1.52078 1.03847 0.002 -0.113 -0.063
H 0.34225 0.23852 -2.56323 0.002 -0.011 0.093
N 1.32116 -0.94199 1.03214 -0.152 0.218 -0.134
C -0.29488 -0.35356 -0.68224 1.038 -0.604 -0.121
H -0.90476 -2.28602 0.12879 0.005 -0.041 -0.073
O -1.27946 0.74844 1.35791 0.232 -0.097 -0.356
N -0.43274 0.36861 -1.92280 -0.174 0.367 -0.272
```
Positions in Å, forces in eV/Å.

Computed properties:
E_tot ... -11413.19205 eV
Charge ... 0
ΔE to the lowest compared entry with this formula, charge and spin ... 138.9 kcal per mole
HOMO ... -7.639 eV
Gap between HOMO and LUMO ... 8.206 eV

---

A 2-piece molecular cluster, C4H12N2O2 overall at a distorted geometry. Source: the OMol25 dataset; level of theory: ωB97M-V with the def2-TZVPD basis set.

Geometry as XYZ:
```
20
Properties=species:S:1:pos:R:3:forces:R:3
C -1.36281 -0.10607 -0.72901 -1.674 0.945 -0.475
C -0.43763 0.52500 0.25460 1.544 1.444 0.033
H 1.38055 -1.26319 -1.36096 0.014 0.478 0.041
H 2.63790 1.79338 0.42017 -0.171 -0.170 -0.859
H 1.61459 1.44110 1.51168 -0.556 -0.106 -0.159
H -2.33040 1.72358 -0.91817 -0.011 0.598 -0.023
H -1.02457 -1.90592 0.97440 0.253 0.037 -1.056
H -1.60544 -2.27901 2.25653 0.425 -0.103 0.370
N 1.62875 1.67153 0.51282 1.092 -0.284 1.760
H 1.11031 1.12738 -1.27460 -0.669 -0.706 -0.172
H -0.28521 0.15488 1.26887 -0.570 -0.996 -0.310
H -0.76124 1.54863 0.47699 0.034 -0.027 -0.483
N -2.32628 0.77956 -1.22023 0.810 -1.302 0.046
C 1.03456 0.60702 -0.30480 -0.623 1.269 -0.363
O -0.73878 -2.08942 1.86549 -0.737 -0.237 0.651
H 1.21675 -1.47383 0.29472 0.351 -0.041 0.733
O -1.33667 -1.24210 -1.15063 0.440 -0.528 0.326
C 1.64796 -0.77777 -0.40963 -0.013 -0.334 -0.744
H 2.73661 -0.74900 -0.39218 0.026 -0.034 0.316
H -2.79893 0.51425 -2.07604 0.036 0.099 0.366
```
Positions in Å, forces in eV/Å.

Computed properties:
E_tot ... -11417.99826 eV
Charge ... 0
ΔE to the lowest compared entry with this formula, charge and spin ... 28.1 kcal per mole
HOMO ... -9.650 eV
Gap between HOMO and LUMO ... 10.497 eV
SMILES ... C[C@H](N)CC(N)=O.O

---

A 2-piece molecular cluster, C4H12N2O2 overall at a distorted geometry. Source: the OMol25 dataset; level of theory: ωB97M-V with the def2-TZVPD basis set.

Geometry as XYZ:
```
20
Properties=species:S:1:pos:R:3:forces:R:3
C 2.39518 -1.24831 -0.03643 -0.823 -1.304 -0.544
N 0.34698 -0.11914 -0.86321 1.653 -1.464 0.708
C 0.58194 0.80291 0.23283 0.265 0.937 2.796
H -0.43421 2.28251 -0.82409 -0.324 0.427 0.683
H -3.00107 -2.54820 0.74543 -0.015 0.393 -0.248
H 1.60482 1.38244 0.33576 -1.588 -1.065 -1.313
O 1.64036 -1.10390 -2.42006 -0.060 -1.297 1.432
H -2.00022 1.71816 1.48234 -0.665 -0.227 -0.012
H -2.76903 -1.34865 -0.21710 -0.062 -0.356 0.029
H -2.00405 0.44662 0.46447 0.393 1.559 -0.093
H -0.25136 -0.00133 -1.65766 -0.202 1.058 -0.156
H 2.94809 -2.20236 -0.31835 -0.772 1.121 0.742
O -3.34975 -1.68470 0.47619 0.105 -0.095 0.140
H 3.15657 -0.43098 0.00304 -0.802 -0.562 0.159
H 0.71139 0.12667 1.19555 -1.151 1.715 -1.424
N -1.87731 1.49202 0.50253 -0.983 -1.342 0.846
H -0.29716 2.76462 0.96963 -0.041 -0.893 -1.161
C 1.41946 -0.95949 -1.22145 0.660 2.596 -0.625
H 1.73297 -1.31282 0.92014 1.834 -0.227 -1.598
C -0.55356 1.94392 0.23045 2.578 -0.972 -0.360
```
Positions in Å, forces in eV/Å.

Computed properties:
E_tot ... -11416.60213 eV
Charge ... 0
ΔE to the lowest compared entry with this formula, charge and spin ... 60.3 kcal per mole
HOMO ... -9.356 eV
Gap between HOMO and LUMO ... 9.901 eV
SMILES ... CC(=O)NCCN.O